1.
Molecular formula: C6H13NO3
Method: DFT, ωB97M-V/def2-TZVPD

HOMO level (alpha / beta)   -7.407 / -7.407 eV
LUMO (alpha / beta)   -0.3113 / -0.3107 eV

ORCA input file:
```
! RIJCOSX wB97M-V def2-TZVPD def2/J DEFGRID3
* xyz 0 1
C -0.3246 -1.3562 -1.8070
C 0.4421 -2.1522 1.0748
C -0.4250 -1.0939 0.4190
O 0.7920 -1.0643 -2.2771
O -1.5906 -0.9451 0.6942
H 1.6971 -0.2123 -1.2577
H -0.5797 -2.4079 -1.6065
H -1.1766 -0.6670 -1.8927
H 1.4841 -2.0487 0.7788
H 0.0916 -3.1330 0.7476
H 0.3494 -2.1015 2.1604
C -1.2977 2.1153 -0.4152
C 0.6865 1.0546 1.5351
N -0.0268 1.4937 -0.7722
C 0.6556 0.6580 0.0776
O 1.8442 0.2269 -0.3659
H 0.1084 1.2846 -1.7514
H -1.1459 2.8750 0.3531
H -1.6926 2.6100 -1.3007
H -2.0269 1.3857 -0.0594
H -0.3135 1.1778 1.9425
H 1.2192 0.3001 2.1080
H 1.2298 2.0003 1.6149
*
```

2.
Molecular formula: C39H69Br3N4O15P
Method: DFT, ωB97M-V/def2-TZVPD

HOMO level   -10.946 eV
LUMO   -4.2918 eV

ORCA input file:
```
! RIJCOSX wB97M-V def2-TZVPD def2/J DEFGRID3
* xyz 1 1
C 1.3654 0.8611 4.3973
C 0.1453 1.8737 3.8609
N -0.9068 0.9629 3.2689
C -2.0887 0.5926 4.1887
N -2.0368 0.4133 5.5606
P -3.5832 -0.0113 6.3778
O -3.4176 0.4601 8.0611
Br -3.9179 -2.2757 6.3725
N -3.3714 0.4209 3.3465
C -2.9750 0.4625 1.8537
C -3.9765 1.2269 0.8044
C -4.2021 0.4797 -0.6335
C -5.6427 1.0231 -1.2566
N -6.8750 0.1868 -0.8536
O -5.6848 2.0865 -2.0639
C -2.3966 -1.0205 1.4787
C -3.4151 -2.2739 1.6769
C -3.2388 -3.2443 0.3241
Br -5.3508 -1.8645 1.8281
C -1.6938 1.5204 2.0619
Br -2.1416 3.3653 2.8149
C -0.6766 1.4306 0.7814
C -0.0461 2.8597 0.2849
C 1.3265 2.4701 -0.5862
C 2.5787 2.1040 0.4603
C 3.4245 0.8527 -0.2134
C 4.6042 0.2654 0.7782
C 5.8056 -0.4803 -0.0937
C 5.5324 -2.0793 -0.3566
C 4.6069 -2.2502 -1.7022
C 3.3995 -3.3642 -1.5634
C 2.4432 -3.1067 -0.2197
O 2.7772 -4.1720 0.7395
C 1.5724 -4.8419 1.2675
H 1.3481 -0.1613 3.8288
H 1.1085 0.6526 5.5380
H 2.4145 1.4039 4.3860
H -0.2005 2.4609 4.8274
H 0.6800 2.5785 3.0633
H -1.1140 0.5258 6.0382
H -4.2751 0.1817 8.5045
H -4.0466 1.2027 3.5617
H -3.7046 2.3405 0.5687
H -5.0456 1.2609 1.3342
H -4.2102 -0.6876 -0.6053
H -3.3023 0.8086 -1.3456
H -6.4720 -0.7960 -0.7919
H -7.0410 0.4355 0.1653
H -2.0677 -1.0206 0.3349
H -1.3947 -1.3160 2.0633
H -3.0510 -2.9392 2.5757
H -2.1437 -3.1956 -0.0995
H -4.0247 -2.9179 -0.5128
H -3.5761 -4.3252 0.6580
H -1.2431 0.9545 -0.1517
H 0.1988 0.6769 1.0476
H -0.7998 3.3352 -0.4776
H 0.3044 3.5765 1.1414
H 1.6442 3.3851 -1.2627
H 1.1255 1.5558 -1.3179
H 2.1533 1.8557 1.5252
H 3.2728 3.0525 0.4922
H 3.9423 1.1509 -1.2374
H 2.6282 -0.0050 -0.4307
H 5.0654 1.1872 1.3592
H 4.2055 -0.5170 1.5616
H 6.8332 -0.4147 0.5029
H 5.8931 0.0600 -1.1292
H 6.5643 -2.6388 -0.5729
H 5.0742 -2.6222 0.5889
H 5.3474 -2.5259 -2.5960
H 4.1307 -1.2047 -2.0070
H 2.7528 -3.3014 -2.5517
H 3.8639 -4.4620 -1.5448
H 1.3120 -3.0853 -0.5330
H 2.7022 -2.0795 0.3166
H 0.6733 -4.8913 0.5085
H 1.8742 -5.9652 1.4926
H 1.2768 -4.3591 2.3089
C 10.7646 3.0314 0.1678
C 10.0578 2.5731 1.4278
C 10.1985 1.1043 1.6913
O 9.0135 0.8003 2.4042
C 8.0800 1.7203 2.0176
O 6.8910 1.6478 2.2777
O 8.6539 2.7316 1.2991
H 10.2867 2.6177 -0.7269
H 10.7049 4.1205 0.0780
H 11.8205 2.7413 0.1747
H 10.3903 3.1671 2.2874
H 11.0802 0.8764 2.2978
H 10.2252 0.4949 0.7815
C -0.5777 -3.9073 -6.0628
C 0.2752 -4.2748 -4.8651
C 0.3005 -5.7458 -4.5782
O 0.5169 -5.7872 -3.1796
C 0.0178 -4.6200 -2.6738
O -0.1450 -4.3965 -1.4864
O -0.2770 -3.7365 -3.6743
H -1.6389 -4.0941 -5.8653
H -0.4839 -2.8383 -6.2776
H -0.2766 -4.4678 -6.9541
H 1.2886 -3.8730 -4.9827
H 1.1114 -6.2556 -5.1071
H -0.6442 -6.2535 -4.8010
C -8.0719 3.2317 -0.9740
C -8.0314 4.1532 0.2286
C -8.2915 3.4521 1.5277
O -8.8648 4.4732 2.3238
C -9.4543 5.3542 1.4616
O -10.2094 6.2498 1.7995
O -9.0878 5.0983 0.1698
H -9.0845 2.8515 -1.1474
H -7.7853 3.7792 -1.8772
H -7.3890 2.3846 -0.8506
H -7.0832 4.7032 0.2541
H -7.3711 3.0790 1.9868
H -9.0085 2.6280 1.4467
C -2.2241 1.3242 -4.7547
C -1.2260 0.2372 -4.4092
C -0.3284 0.5927 -3.2627
O 0.8473 -0.1433 -3.5472
C 0.8809 -0.3142 -4.9025
O 1.8452 -0.7307 -5.5217
O -0.3078 0.0452 -5.4735
H -1.7210 2.2100 -5.1576
H -2.9083 0.9730 -5.5334
H -2.8147 1.6162 -3.8800
H -1.7448 -0.7123 -4.2313
H -0.7484 0.2873 -2.2996
H -0.0725 1.6568 -3.2181
*
```

3.
Molecular formula: C4H6CoO3
Method: DFT, ωB97M-V/def2-TZVPD

HOMO level (alpha / beta)   -20.537 / -20.453 eV
LUMO (alpha / beta)   -9.9102 / -14.2291 eV

ORCA input file:
```
! RIJCOSX wB97M-V def2-TZVPD def2/J DEFGRID3
* xyz 2 6
H 0.6047 -0.4925 1.2710
C 1.2267 1.3906 1.4020
H 1.7391 2.2927 1.0425
H 0.7909 1.4721 2.4095
C 1.2791 0.2410 0.7474
O 5.0323 -1.1780 0.8462
C 5.5016 -0.1777 1.4686
O 4.7374 0.7816 1.7832
Co 3.3852 -0.2128 0.9113
O 6.7766 -0.1815 1.7696
C 7.3086 0.9465 2.4716
H 7.1782 1.8582 1.8773
H 6.8136 1.0562 3.4433
H 8.3719 0.7345 2.6105
*
```

4.
Molecular formula: C5H7N
Method: DFT, ωB97M-V/def2-TZVPD

HOMO level   -9.888 eV
LUMO   0.6316 eV

ORCA input file:
```
! RIJCOSX wB97M-V def2-TZVPD def2/J DEFGRID3
* xyz 0 1
C -1.9460 -0.3455 -0.1287
C -0.7249 0.4684 -0.4777
C -0.2390 1.5954 -0.8964
C 0.6714 -0.1636 -0.4366
C 1.8765 0.4014 0.2711
N 1.1007 -0.6611 0.8682
H -2.8673 0.2270 -0.2704
H -1.9280 -0.6839 0.9173
H -2.0102 -1.2452 -0.7528
H 0.8857 -0.8087 -1.2846
H 1.8456 1.4008 0.6961
H 2.8595 0.0856 -0.0759
H 0.4761 -0.2706 1.5703
*
```

Here are the calculated calculated total energy numbers, same order: -516.791519, -10937.882658, -1763.542751, -249.293693 (a.u.).